Record 1
Here is C2H3N2P3 as an isolated structure at a distorted geometry from OMol25. Energies are from wB97M-V/def2-TZVPD.

Last column: natural (NBO) charge in e.
Element x y z (Å)
C (-0.620, -0.236, -1.022)  -0.94
C (0.733, -0.906, -0.662)  -0.60
N (-1.174, 0.936, 1.370)  -1.24
N (1.188, 1.484, 2.592)  -0.93
P (-1.927, -0.004, 0.349)  1.18
P (0.758, 0.908, -1.171)  0.53
P (0.457, 1.256, 1.303)  1.29
H (-1.168, -0.761, -1.816)  0.26
H (0.810, -1.054, 0.373)  0.22
H (0.944, -1.624, -1.318)  0.22

The max |F| comes out at 4.7 eV/Å. The calculation puts the energy at -1211.44512 Ha. For the energy above the lowest of the compared OMol25 structures with the same formula, charge and spin, the calculation gives 272.2 kJ/mol. Its HOMO energy is -8.86 eV. For the LUMO energy, the calculation gives -1.6 eV. The total charge is 0.


Record 2
Here is the molecule C3H5ClO2 at a distorted geometry from OMol25. Energies are from wB97M-V/def2-TZVPD.

Last column: natural (NBO) charge in e.
Element x y z (Å)
C (-1.125, -1.330, -0.402)  -0.34
C (-0.544, -0.864, 0.686)  -0.22
C (0.243, 0.489, 0.697)  0.03
O (1.726, 1.493, -0.749)  -0.46
O (1.131, 0.282, -0.357)  -0.27
Cl (-0.712, 1.910, 0.354)  -0.03
H (-1.609, -2.256, -0.650)  0.22
H (-1.241, -0.535, -1.242)  0.20
H (-0.300, -1.407, 1.613)  0.21
H (0.729, 0.594, 1.733)  0.19
H (1.703, 1.624, -1.683)  0.47

The max |F| comes out at 3.3 eV/Å. The calculation puts the energy at -727.82512 Ha. For the energy above the lowest of the compared OMol25 structures with the same formula, charge and spin, the calculation gives 453.7 kJ/mol. Its HOMO energy is -10.16 eV. For the LUMO energy, the calculation gives 0.7 eV. The total charge is 0.


Record 3
Here is ArH18NeO9 as an isolated structure from OMol25. Energies are from wB97M-V/def2-TZVPD.

Last column: natural (NBO) charge in e.
Element x y z (Å)
Ne (0.565, 0.150, 0.040)  0.00
Ar (-1.939, 2.644, 1.826)  0.00
O (2.818, -0.131, -2.104)  -0.94
H (3.147, -0.658, -1.376)  0.47
H (3.582, 0.357, -2.412)  0.47
O (-3.179, 1.504, -2.139)  -0.99
H (-2.274, 1.813, -2.093)  0.48
H (-3.220, 0.788, -1.505)  0.49
O (1.779, 2.865, -0.411)  -0.95
H (2.440, 2.361, 0.065)  0.48
H (1.249, 3.272, 0.274)  0.48
O (-0.135, -1.680, -2.442)  -0.95
H (0.262, -0.990, -2.973)  0.49
H (0.452, -2.430, -2.545)  0.47
O (0.092, -0.461, 4.026)  -0.96
H (0.601, 0.298, 3.741)  0.47
H (0.590, -1.215, 3.710)  0.49
O (1.405, -2.629, 2.689)  -0.95
H (1.036, -3.013, 1.894)  0.48
H (1.557, -3.376, 3.269)  0.48
O (-0.588, 2.642, -2.216)  -0.96
H (-0.731, 3.559, -2.453)  0.47
H (0.166, 2.662, -1.628)  0.49
O (-1.585, -1.618, 1.992)  -0.96
H (-1.073, -1.288, 2.730)  0.50
H (-1.383, -2.553, 1.958)  0.46
O (-2.225, -0.809, -0.739)  -0.99
H (-1.462, -0.948, -1.301)  0.49
H (-1.946, -1.118, 0.123)  0.49

The max |F| comes out at 0.8 eV/Å. The calculation puts the energy at -1344.40565 Ha. For the energy above the lowest of the compared OMol25 structures with the same formula, charge and spin, the calculation gives 5.2 kJ/mol. Its HOMO energy is -9.43 eV. For the LUMO energy, the calculation gives -0.3 eV. The total charge is 0.


Record 4
Here is a 3-piece molecular cluster, C4H11NO2 overall at a distorted geometry from OMol25. Energies are from wB97M-V/def2-TZVPD.

Last column: natural (NBO) charge in e.
Element x y z (Å)
N (-1.558, 0.817, 0.692)  -0.78
C (-1.032, 0.341, -0.486)  0.17
C (-0.786, 1.182, -1.598)  -0.55
C (0.105, -1.786, -1.247)  -0.36
C (-0.688, -1.098, -0.479)  -0.22
H (-2.344, 1.471, 0.453)  0.38
H (-1.929, 0.034, 1.271)  0.37
H (-0.145, 0.889, -2.427)  0.21
H (-1.253, 2.162, -1.477)  0.20
H (0.203, -2.788, -1.006)  0.20
H (0.588, -1.376, -2.170)  0.20
H (-1.214, -1.652, 0.303)  0.20
H (2.175, 2.044, 1.111)  0.48
H (1.690, 1.284, -0.080)  0.49
O (1.628, 1.308, 0.887)  -0.94
H (1.516, -0.147, 1.962)  0.50
H (1.730, -1.637, 1.833)  0.45
O (1.313, -1.048, 2.456)  -0.97

The max |F| comes out at 4.3 eV/Å. The calculation puts the energy at -364.17556 Ha. For the energy above the lowest of the compared OMol25 structures with the same formula, charge and spin, the calculation gives 243.2 kJ/mol. Its HOMO energy is -8.04 eV. For the LUMO energy, the calculation gives 0.6 eV. The total charge is 0.


Record 5
Here is a 2-piece molecular cluster, C23H45IN3O7 overall at a distorted geometry from OMol25. Energies are from wB97M-V/def2-TZVPD.

Last column: Mulliken charge in e.
Element x y z (Å)
C (-1.923, 2.928, 0.719)  -0.19
C (-3.090, 2.415, -0.246)  0.62
O (-3.875, 3.462, -0.846)  -0.60
C (-4.114, 1.548, 0.659)  -0.95
N (-3.684, 0.123, 0.572)  -0.13
C (-3.978, -0.655, 1.804)  -0.69
C (-3.011, -1.923, 1.804)  -0.40
O (-1.798, -1.752, 2.590)  -0.34
N (-0.764, -1.324, 1.767)  0.40
C (-0.058, -2.448, 1.054)  -0.19
C (-0.268, -3.897, 1.713)  -0.97
C (0.311, -4.049, 3.192)  0.02
C (-0.215, -5.490, 3.737)  -1.04
I (1.335, -7.007, 3.829)  0.07
C (1.500, -2.120, 0.745)  -1.08
C (1.510, -0.571, 0.253)  -0.15
C (2.847, -0.155, -0.504)  -0.69
C (2.492, 1.196, -1.307)  0.16
O (1.548, 1.232, -2.140)  -0.58
N (3.266, 2.448, -1.143)  0.08
C (2.348, 3.631, -1.014)  -0.46
C (4.056, 2.734, -2.399)  -0.91
C (1.077, 0.415, 1.445)  1.78
C (2.275, 1.201, 2.137)  -0.86
C (1.731, 2.216, 3.263)  -0.61
O (0.518, 2.909, 2.876)  -0.45
C (0.137, -0.376, 2.492)  -1.43
O (0.845, -0.948, 3.590)  -0.49
H (-0.894, 2.928, 0.209)  -0.27
H (-1.804, 2.262, 1.640)  -0.14
H (-2.208, 3.982, 1.064)  0.44
H (-2.624, 1.728, -1.038)  0.05
H (-3.266, 4.093, -1.279)  0.35
H (-5.181, 1.705, 0.303)  0.34
H (-3.952, 1.882, 1.744)  0.34
H (-4.025, -0.339, -0.278)  0.25
H (-3.801, -0.067, 2.758)  0.32
H (-5.054, -1.067, 1.784)  0.38
H (-3.575, -2.816, 2.253)  0.39
H (-2.810, -2.224, 0.714)  0.23
H (-1.242, -0.756, 1.027)  0.68
H (-0.543, -2.516, 0.012)  0.16
H (0.258, -4.684, 1.065)  0.36
H (-1.382, -4.173, 1.664)  0.40
H (-0.196, -3.285, 3.882)  0.04
H (1.447, -4.010, 3.259)  0.32
H (-1.141, -5.820, 3.145)  0.41
H (-0.594, -5.331, 4.806)  0.43
H (2.167, -2.287, 1.652)  0.33
H (1.806, -2.748, -0.161)  0.58
H (0.669, -0.514, -0.533)  0.26
H (3.743, 0.003, 0.175)  0.26
H (3.146, -0.921, -1.290)  0.51
H (2.060, 4.083, -2.029)  0.31
H (2.847, 4.485, -0.432)  0.33
H (1.367, 3.378, -0.492)  -0.11
H (4.679, 3.684, -2.282)  0.31
H (4.687, 1.822, -2.670)  0.33
H (3.372, 2.922, -3.301)  0.35
H (0.391, 1.216, 0.986)  -0.62
H (3.067, 0.534, 2.615)  0.28
H (2.845, 1.863, 1.389)  0.36
H (1.487, 1.636, 4.226)  0.20
H (2.506, 3.002, 3.536)  0.38
H (-0.127, 2.777, 3.601)  0.31
H (-0.550, 0.432, 2.938)  0.72
H (0.616, -0.522, 4.437)  0.46
O (1.234, -1.278, -8.041)  -0.57
C (0.793, -0.810, -7.028)  0.44
O (1.492, -0.720, -5.864)  -0.33
C (0.637, -0.216, -4.831)  0.38
C (-0.473, 0.513, -5.554)  -0.54
C (-0.606, -0.284, -6.836)  -0.40
H (0.265, -1.060, -4.242)  0.07
H (1.202, 0.449, -4.177)  -0.18
H (-1.397, 0.572, -4.977)  0.33
H (-0.156, 1.534, -5.788)  0.31
H (-1.290, -1.128, -6.723)  0.24
H (-0.906, 0.345, -7.673)  0.30

The max |F| comes out at 4.1 eV/Å. The calculation puts the energy at -1891.56806 Ha. For the energy above the lowest of the compared OMol25 structures with the same formula, charge and spin, the calculation gives 330.6 kJ/mol. Its HOMO energy is -11.63 eV. For the LUMO energy, the calculation gives -2.7 eV. The total charge is +1.


Record 6
Here is C22H16Co2NO7 as an isolated structure at a distorted geometry from OMol25. Energies are from wB97M-V/def2-TZVPD.

Last column: natural (NBO) charge in e.
Element x y z (Å)
C (6.036, 0.049, -3.054)  -0.25
O (5.163, 1.191, -2.962)  -0.51
C (3.828, 0.979, -3.030)  0.23
C (2.986, 2.129, -3.086)  -0.23
C (1.625, 1.967, -3.169)  -0.26
C (1.069, 0.658, -3.134)  0.18
N (-0.272, 0.512, -3.070)  -0.81
C (1.910, -0.483, -3.140)  -0.29
C (3.274, -0.325, -3.066)  -0.24
H (7.042, 0.460, -3.070)  0.19
H (5.912, -0.607, -2.188)  0.18
H (5.849, -0.522, -3.967)  0.17
H (3.434, 3.121, -3.060)  0.21
H (0.955, 2.831, -3.216)  0.21
H (-0.679, -0.377, -2.773)  0.40
H (-0.876, 1.325, -2.998)  0.39
H (1.468, -1.477, -3.174)  0.21
H (3.915, -1.202, -3.033)  0.20
O (1.267, 0.306, 2.280)  -0.54
C (0.422, 0.445, 1.498)  0.57
Co (-1.017, 0.468, 0.502)  -0.06
C (-0.813, 2.029, -0.256)  0.54
O (-0.675, 3.063, -0.766)  -0.56
C (-0.994, -0.764, -0.762)  0.45
O (-0.970, -1.766, -1.406)  -0.64
C (-2.274, -0.268, 1.723)  -0.31
C (-1.709, -1.372, 2.567)  -0.06
C (-0.893, -2.286, 1.881)  -0.18
C (-0.010, -3.146, 2.472)  -0.22
C (0.010, -3.194, 3.847)  -0.24
C (-0.798, -2.317, 4.579)  -0.22
C (-1.673, -1.398, 3.984)  -0.22
C (-2.468, 1.124, 2.135)  -0.16
C (-2.151, 1.854, 3.259)  -0.58
Co (-3.683, 0.704, 0.952)  -0.08
C (-3.962, -0.404, -0.442)  0.56
O (-3.980, -1.198, -1.281)  -0.53
C (-5.296, 0.609, 1.808)  0.57
O (-6.230, 0.505, 2.478)  -0.52
C (-3.905, 2.305, 0.041)  0.57
O (-3.934, 3.328, -0.490)  -0.52
H (-0.898, -2.326, 0.812)  0.21
H (0.572, -3.730, 1.782)  0.20
H (0.676, -3.927, 4.282)  0.20
H (-0.723, -2.369, 5.657)  0.20
H (-2.238, -0.683, 4.600)  0.22
H (-2.658, 2.831, 3.346)  0.19
H (-1.634, 1.348, 4.111)  0.19

The max |F| comes out at 5.0 eV/Å. The calculation puts the energy at -4194.83204 Ha. For the energy above the lowest of the compared OMol25 structures with the same formula, charge and spin, the calculation gives 119.4 kJ/mol. Its HOMO energy is -3.62 eV. For the LUMO energy, the calculation gives 2.7 eV. The total charge is -1.


Please write out number 1 again, unchanged.
Here is C2H3N2P3 as an isolated structure at a distorted geometry from OMol25. Energies are from wB97M-V/def2-TZVPD.

Last column: natural (NBO) charge in e.
Element x y z (Å)
C (-0.620, -0.236, -1.022)  -0.94
C (0.733, -0.906, -0.662)  -0.60
N (-1.174, 0.936, 1.370)  -1.24
N (1.188, 1.484, 2.592)  -0.93
P (-1.927, -0.004, 0.349)  1.18
P (0.758, 0.908, -1.171)  0.53
P (0.457, 1.256, 1.303)  1.29
H (-1.168, -0.761, -1.816)  0.26
H (0.810, -1.054, 0.373)  0.22
H (0.944, -1.624, -1.318)  0.22

The max |F| comes out at 4.7 eV/Å. The calculation puts the energy at -1211.44512 Ha. For the energy above the lowest of the compared OMol25 structures with the same formula, charge and spin, the calculation gives 272.2 kJ/mol. Its HOMO energy is -8.86 eV. For the LUMO energy, the calculation gives -1.6 eV. The total charge is 0.


Which of these has the lowest total charge? C22H16Co2NO7